Molecular formula: C7H9Cl3N
Method: DFT, ωB97M-V/def2-TZVPD

The geometry in ORCA input format:
```
! RIJCOSX wB97M-V def2-TZVPD def2/J DEFGRID3
* xyz 1 1
C -2.58028 0.82839 0.10487
C -1.88910 0.90131 -1.12258
C -1.63756 0.59625 1.10873
C -0.56284 0.80708 -0.90552
C -0.31968 0.62501 0.47413
C 0.39408 -0.63006 0.82987
C 2.79341 0.00219 -0.00571
N 0.27850 -1.69653 -0.18731
Cl 2.51397 1.61828 -0.63011
Cl 3.91147 -0.17734 1.33731
Cl 2.99990 -1.32389 -1.13190
H -3.68328 0.72552 0.26632
H -2.27403 1.40365 -2.00596
H -1.80833 0.24822 2.13952
H 0.22663 0.91137 -1.51513
H 0.31408 1.52403 0.68388
H 0.63085 -0.76519 1.88961
H -0.49548 -1.29403 -0.76242
H 0.02304 -2.61325 0.12191
H 1.16466 -1.69099 -0.68950
*
```

Summary:
Energy above the lowest of the compared OMol25 structures with the same formula, charge and spin (kcal/mol): 43.0
HOMO-LUMO gap (alpha / beta) (eV): 7.1 / 7.1
HOMO level (alpha / beta) (eV): -12.1753 / -12.1750



Molecular formula: C19H25N3O4S
Method: DFT, ωB97M-V/def2-TZVPD

The geometry in ORCA input format:
```
! RIJCOSX wB97M-V def2-TZVPD def2/J DEFGRID3
* xyz 0 1
C -2.82541 -1.72348 2.54041
C -3.59014 -1.94929 1.29590
N -4.67194 -2.67296 1.22879
O -5.10133 -2.65840 -0.06036
C -4.27358 -1.91614 -0.80468
C -3.28163 -1.42784 0.00585
S -1.90535 -0.39769 -0.37488
O -0.71554 -0.99124 0.17093
O -1.92108 -0.13224 -1.78778
N -2.27662 0.93665 0.54106
C -1.22129 1.59817 1.27671
H -1.68181 2.05370 2.15933
C -0.47603 2.67507 0.45471
C -1.20299 2.90337 -0.87651
C -2.69096 3.10212 -0.59952
C -3.28552 1.80022 -0.03710
H -4.03968 2.01443 0.72914
H -3.75866 1.22194 -0.83252
H -3.21450 3.37912 -1.51396
H -2.81468 3.91234 0.12159
H -0.78589 3.78091 -1.37102
H -1.07007 2.04390 -1.53642
C 1.00119 2.35942 0.20560
O 1.86807 3.17563 0.44853
N 1.24158 1.15610 -0.34544
H 0.50563 0.46622 -0.40648
C 2.57921 0.64998 -0.54505
H 2.65359 0.22916 -1.55249
H 3.26559 1.49486 -0.45645
C 2.91981 -0.43020 0.49290
C 4.26677 -1.02495 0.20396
C 5.42233 -0.41054 0.67010
C 6.66767 -0.93531 0.37478
C 6.77375 -2.08169 -0.39449
C 5.62825 -2.69897 -0.86663
C 4.38358 -2.17194 -0.57027
H 3.49087 -2.65740 -0.93858
H 5.70477 -3.59425 -1.46667
H 7.74568 -2.49313 -0.62417
H 7.55835 -0.44923 0.74564
H 5.34235 0.48449 1.27012
H 2.91234 0.02558 1.48524
H 2.14493 -1.19958 0.45792
H -0.48511 3.61637 1.01410
H -0.54229 0.81411 1.61444
C -4.53486 -1.75353 -2.25061
H -4.60989 -2.72973 -2.72612
H -5.47999 -1.23436 -2.40464
H -3.72241 -1.18536 -2.69508
H -2.94638 -0.69024 2.86222
H -3.18238 -2.38987 3.31976
H -1.76829 -1.89433 2.34818
*
```

Summary:
Energy above the lowest of the compared OMol25 structures with the same formula, charge and spin (kcal/mol): 75.6
HOMO-LUMO gap (eV): 9.4
Structure (SMILES): Cc1noc(C)c1S(=O)(=O)N1CCC[C@H](C(=O)NCCc2ccccc2)C1
HOMO level (eV): -8.9285



Molecular formula: C5H27NO7S
Method: DFT, ωB97M-V/def2-TZVPD

The geometry in ORCA input format:
```
! RIJCOSX wB97M-V def2-TZVPD def2/J DEFGRID3
* xyz 0 1
C -0.44272 -0.92287 -0.41480
C 0.19739 -0.27518 -1.65094
C 0.89104 -1.39108 -2.54843
S -0.16341 -2.37984 -3.56998
C 0.63025 -1.22137 0.64780
N 0.68746 -0.09572 1.59296
C 1.87108 0.27414 2.36730
H -1.22225 -0.17358 0.02606
H -1.05729 -1.72619 -0.85739
H -0.50108 0.30270 -2.39677
H 1.13530 0.21366 -1.13140
H 1.49491 -2.06003 -1.83788
H 1.55267 -1.06275 -3.26673
H -0.54977 -1.58242 -4.54660
H 1.74691 -1.31059 0.34820
H 0.44140 -2.21132 1.21734
H 0.17880 0.76010 1.12810
H 2.47051 1.13586 1.94426
H 1.39782 0.35904 3.36825
H 2.55884 -0.58556 2.30384
H 0.97769 -2.17370 3.17980
H 0.18952 -1.40003 4.17630
O 0.19176 -2.22879 3.80447
H -2.66188 2.55097 0.37797
H -2.98812 1.26301 -0.53048
O -2.47326 2.09246 -0.43896
H -0.81796 2.71807 0.16556
H 0.48687 3.29556 0.92230
O 0.17201 2.80084 0.22433
H -2.46498 0.22895 1.88090
H -3.09604 -0.87306 2.96058
O -3.21259 -0.24471 2.18474
H 1.29770 2.54271 -1.25476
H 1.49104 4.03039 -1.48922
O 1.79320 3.20108 -1.69064
H 4.69580 1.83461 1.13197
H 4.22120 0.41667 1.50974
O 4.89747 1.06379 1.72100
H -3.87601 -0.53756 0.57135
H -5.13446 0.28249 0.12928
O -4.24945 0.03127 -0.11333
*
```

Summary:
Energy above the lowest of the compared OMol25 structures with the same formula, charge and spin (kcal/mol): 95.5
HOMO-LUMO gap (eV): 8.7
Structure (SMILES): CNCCCCS.O.O.O.O.O.O.O
HOMO level (eV): -8.6871